1.
8 unconnected molecules or ions with the total composition C28H71INO22S7 at a distorted geometry, computed with wB97M-V/def2-TZVPD.

The geometry in XYZ format:
```
130
Properties=species:S:1:pos:R:3:forces:R:3
I 1.805 -2.735 2.182 -0.081 0.142 0.108
C 0.630 -4.218 3.150 0.230 -0.245 -0.014
C 1.520 -5.328 3.714 0.011 -0.007 -0.425
C 0.715 -6.620 3.750 -0.074 0.293 -0.034
N 1.286 -7.759 4.578 -0.268 0.234 0.060
C 0.508 -8.021 5.846 0.127 -0.291 0.083
C 0.958 -7.066 6.918 0.018 0.203 -0.106
O 2.290 -7.391 7.248 -0.043 0.120 0.141
C 3.133 -7.000 6.193 0.096 0.008 -0.117
C 2.766 -7.693 4.879 0.357 -0.514 0.167
H -0.021 -4.621 2.381 -0.135 0.079 -0.055
H 0.039 -3.741 3.923 -0.095 0.073 0.007
H 2.354 -5.451 3.026 0.185 -0.071 0.106
H 1.924 -5.044 4.680 -0.047 0.082 0.112
H 0.615 -6.990 2.732 0.050 -0.107 -0.058
H -0.295 -6.421 4.100 -0.031 -0.136 0.250
H 1.155 -8.596 4.018 0.071 -0.037 -0.144
H 0.777 -9.029 6.155 -0.024 -0.073 0.073
H -0.557 -8.004 5.640 -0.061 0.194 -0.218
H 0.319 -7.141 7.791 0.097 -0.184 0.175
H 0.912 -6.029 6.570 -0.150 0.100 0.010
H 3.165 -5.914 6.099 -0.119 0.095 -0.008
H 4.137 -7.331 6.445 0.097 0.005 0.019
H 3.090 -8.729 4.965 -0.123 -0.117 -0.005
H 3.300 -7.271 4.035 -0.117 0.169 -0.112
O 4.590 -3.850 -3.615 0.071 -0.091 -0.081
S 4.274 -2.452 -3.648 -0.139 0.100 0.209
O 5.312 -1.509 -3.924 0.091 -0.016 -0.110
O 3.581 -2.072 -2.262 -0.074 0.011 -0.115
C 4.273 -2.491 -1.068 0.216 -0.138 0.376
C 5.418 -1.575 -0.697 0.065 0.106 -0.128
C 2.900 -2.154 -4.695 -0.063 -0.012 -0.031
H 4.614 -3.520 -1.189 -0.015 0.006 -0.071
H 3.512 -2.491 -0.288 -0.093 0.061 -0.145
H 6.223 -1.641 -1.427 0.018 -0.002 0.011
H 5.817 -1.863 0.276 -0.014 -0.027 0.003
H 5.092 -0.536 -0.660 -0.047 -0.011 0.032
H 2.102 -2.843 -4.434 -0.004 -0.016 0.003
H 3.239 -2.333 -5.713 0.029 0.000 0.008
H 2.576 -1.125 -4.576 -0.027 0.080 0.030
O 0.441 0.634 -3.899 0.195 -0.192 -0.003
S -0.691 0.401 -4.751 -0.191 0.331 0.207
O -0.586 -0.583 -5.785 0.086 -0.104 -0.065
O -1.162 1.786 -5.342 -0.034 -0.023 -0.152
C -0.175 2.645 -5.966 0.312 0.308 -0.198
C 0.108 2.252 -7.401 -0.076 -0.236 0.060
C -2.113 0.107 -3.768 -0.009 -0.049 0.040
H 0.736 2.649 -5.365 -0.052 -0.147 0.081
H -0.602 3.641 -5.915 -0.152 -0.072 0.051
H 0.619 1.292 -7.463 0.012 0.008 0.016
H 0.738 3.009 -7.868 -0.011 0.041 0.016
H -0.822 2.171 -7.963 -0.005 0.072 -0.022
H -2.192 0.905 -3.036 -0.027 -0.020 0.022
H -1.970 -0.849 -3.271 0.014 -0.004 -0.004
H -2.994 0.075 -4.403 0.018 0.000 -0.049
O -3.265 1.188 1.231 -0.018 0.111 0.036
S -3.441 0.058 0.370 0.006 -0.260 0.477
O -3.524 0.268 -1.040 -0.081 0.005 -0.172
O -4.662 -0.794 0.893 0.033 -0.053 -0.173
C -5.932 -0.120 1.117 -0.403 0.173 -0.010
C -6.692 0.118 -0.169 0.188 -0.017 -0.104
C -2.197 -1.136 0.713 0.111 -0.054 -0.049
H -5.753 0.803 1.663 0.111 -0.017 0.026
H -6.477 -0.783 1.782 0.100 -0.088 0.011
H -6.190 0.849 -0.802 -0.004 0.016 0.019
H -7.689 0.493 0.064 -0.009 -0.007 0.042
H -6.787 -0.808 -0.737 -0.055 -0.019 0.027
H -2.159 -1.297 1.787 -0.020 0.017 0.009
H -1.252 -0.734 0.353 -0.020 0.040 -0.019
H -2.444 -2.053 0.185 -0.001 -0.002 -0.017
O 8.971 -2.532 0.796 -0.115 0.157 0.074
S 8.542 -3.884 0.626 0.155 -0.257 -0.121
O 7.150 -4.206 0.749 -0.121 0.074 0.036
O 9.375 -4.814 1.611 -0.024 -0.044 -0.036
C 9.447 -4.412 2.997 0.066 0.096 0.341
C 8.198 -4.779 3.771 -0.115 0.005 -0.131
C 9.158 -4.532 -0.885 0.016 0.001 -0.025
H 9.655 -3.344 3.052 -0.028 0.009 -0.092
H 10.313 -4.939 3.391 0.020 -0.061 -0.103
H 7.341 -4.195 3.438 0.014 0.019 -0.003
H 8.357 -4.588 4.833 0.043 -0.003 0.004
H 7.962 -5.835 3.632 0.042 -0.022 0.038
H 10.224 -4.334 -0.938 0.008 0.011 0.001
H 8.631 -4.017 -1.685 -0.025 0.014 0.011
H 8.951 -5.598 -0.918 -0.018 -0.005 0.002
O -1.184 5.812 -6.150 -0.012 0.055 0.190
S -1.059 7.221 -5.918 0.180 -0.130 -1.027
O -1.387 7.747 -4.629 0.607 0.024 -1.422
O -1.875 7.992 -7.031 0.131 0.013 0.166
C -3.250 7.584 -7.255 -0.496 -0.100 -0.092
C -4.196 8.150 -6.217 0.181 0.029 0.134
C 0.543 7.769 -6.383 0.022 0.013 0.034
H -3.299 6.496 -7.295 0.110 -0.002 0.045
H -3.488 7.964 -8.246 0.132 0.067 -0.008
H -4.019 7.712 -5.236 -0.036 -0.051 0.002
H -5.225 7.937 -6.507 0.006 -0.009 -0.030
H -4.070 9.229 -6.132 -0.043 0.022 -0.055
H 0.759 7.406 -7.384 -0.020 -0.009 -0.007
H 1.242 7.350 -5.662 -0.012 -0.012 0.026
H 0.563 8.855 -6.344 -0.003 0.016 0.010
O -3.380 7.231 -0.016 -0.208 -0.127 0.259
S -2.941 6.765 -1.297 0.361 0.639 -0.164
O -3.821 5.965 -2.090 -0.251 -0.170 -0.096
O -1.561 5.997 -1.102 0.102 -0.077 0.054
C -1.527 4.961 -0.092 -0.008 -0.217 0.157
C -2.148 3.672 -0.585 -0.015 0.155 -0.259
C -2.331 8.099 -2.262 -0.200 -0.212 0.782
H -2.012 5.326 0.815 -0.047 0.089 -0.060
H -0.471 4.825 0.131 0.045 0.080 -0.107
H -3.220 3.781 -0.740 -0.008 -0.013 0.033
H -1.983 2.874 0.132 0.041 -0.022 0.098
H -1.704 3.393 -1.541 0.026 -0.045 0.015
H -1.622 8.665 -1.665 -0.026 0.031 0.094
H -3.190 8.713 -2.523 -0.069 0.004 0.025
H -1.868 7.699 -3.161 -0.452 0.063 1.127
O -7.310 3.196 3.766 -0.155 -0.081 -0.053
S -6.032 2.683 4.154 0.216 0.182 0.075
O -5.868 1.268 4.313 -0.051 -0.130 -0.060
O -5.565 3.418 5.480 0.056 -0.040 -0.030
C -6.510 3.475 6.575 -0.237 0.044 0.305
C -6.566 2.182 7.360 0.058 -0.098 -0.144
C -4.781 3.292 3.087 0.030 0.171 0.011
H -7.490 3.756 6.189 0.032 -0.022 -0.097
H -6.154 4.292 7.200 0.105 0.019 -0.072
H -6.999 1.377 6.767 -0.016 0.011 -0.007
H -7.178 2.321 8.251 0.002 0.041 0.010
H -5.565 1.875 7.662 0.002 0.033 0.049
H -4.874 4.371 3.008 -0.032 0.005 0.027
H -4.932 2.827 2.118 0.025 -0.019 -0.027
H -3.812 3.006 3.486 0.005 -0.040 -0.012
```
Positions in Å, forces in eV/Å.

**Gap between HOMO and LUMO**: 8.1773 eV
**Total charge**: +1
**F_max**: 0.0301 hartree/bohr

2.
A molecular structure, C28H72CdCuF4N3O14P2 at a distorted geometry, computed with wB97M-V/def2-TZVPD.

The geometry in XYZ format:
```
125
Properties=species:S:1:pos:R:3:forces:R:3
Cd -1.893 1.541 0.279 -0.196 1.304 -0.262
Cu -1.913 -3.015 3.827 0.002 0.070 -0.247
C 2.543 3.360 1.163 0.220 0.061 -0.450
C 1.957 2.222 1.976 0.679 -2.208 0.073
C 2.869 1.874 3.197 0.235 1.213 0.107
C 2.656 2.812 4.362 0.223 -0.366 0.578
C 1.200 2.750 4.738 0.605 0.094 -0.119
C 0.260 3.196 3.602 -1.039 0.679 0.992
N 0.528 2.451 2.339 -1.535 1.419 -2.325
O -0.313 2.679 1.238 3.212 -0.058 4.036
C 0.328 4.738 3.339 0.687 -0.488 0.334
C -1.125 2.902 4.206 -0.260 -0.573 -0.800
C 1.968 0.904 1.177 -0.112 0.721 -0.759
H 3.496 3.023 0.753 0.219 0.017 0.356
H 2.696 4.260 1.756 0.067 -0.018 -0.102
H 1.980 3.598 0.261 -0.481 0.042 0.353
H 3.920 1.974 2.921 -0.099 -0.007 -0.633
H 2.793 0.832 3.510 -0.535 0.024 -0.005
H 2.997 3.830 4.169 -0.153 0.047 -0.302
H 3.270 2.487 5.204 -0.008 -0.070 0.055
H 1.028 3.332 5.644 -0.303 0.362 -0.267
H 0.960 1.732 5.050 -0.091 -0.152 -0.264
H 0.212 5.241 4.300 -0.716 -0.055 -0.030
H -0.413 5.016 2.592 -0.062 0.137 0.212
H 1.303 5.129 3.046 0.068 -0.437 -0.427
H -1.947 3.238 3.575 -0.003 0.275 0.184
H -1.149 3.322 5.210 -0.227 0.357 -0.214
H -1.287 1.833 4.354 0.212 -0.115 -0.143
H 2.987 0.562 0.995 0.084 0.191 0.008
H 1.506 1.149 0.220 -0.183 -0.633 -0.117
H 1.448 0.104 1.702 -0.215 0.150 -0.084
O -1.086 -0.303 0.515 2.006 -2.467 -0.270
P -0.834 -1.761 0.628 -1.969 -0.682 2.349
O -1.151 -2.467 1.894 1.175 0.464 -1.862
F 0.652 -2.104 0.193 -1.327 0.357 -0.019
F -1.763 -2.439 -0.496 1.315 0.973 0.385
O -2.800 -1.004 3.641 -1.041 2.872 -0.585
P -3.560 0.182 3.072 1.271 -2.624 1.635
O -3.029 1.005 1.945 -1.345 -0.081 1.257
F -3.929 1.198 4.239 -0.162 -0.859 -1.081
F -4.968 -0.461 2.668 0.491 1.174 0.140
C -4.785 0.190 -0.593 -1.154 -1.693 0.213
O -3.453 0.475 -0.930 -0.843 0.703 -0.291
C -3.183 0.276 -2.298 0.704 -0.599 -0.569
C -1.695 0.448 -2.516 0.647 -0.424 0.454
N -1.168 1.640 -1.826 -0.106 0.550 -0.763
C -1.584 2.889 -2.466 -0.458 0.389 -0.482
C -1.299 3.040 -3.975 0.116 -0.055 0.868
O -2.294 2.334 -4.673 -0.079 -0.288 0.012
C -2.441 2.783 -5.998 -0.398 0.441 -0.087
H -4.887 -0.900 -0.561 0.070 -0.185 0.176
H -5.540 0.453 -1.336 0.349 0.751 -0.174
H -5.079 0.536 0.395 0.420 0.415 -0.152
H -3.779 0.920 -2.946 -0.080 0.144 0.156
H -3.371 -0.769 -2.559 -0.381 -0.043 -0.040
H -1.463 0.395 -3.579 -0.066 0.382 -0.027
H -1.161 -0.387 -2.064 -0.192 -0.109 0.053
H -0.153 1.630 -1.882 0.354 -0.442 -0.173
H -1.159 3.713 -1.891 0.155 0.070 -0.158
H -2.668 2.955 -2.348 -0.082 0.198 -0.080
H -0.301 2.681 -4.237 0.102 -0.052 0.054
H -1.323 4.108 -4.212 -0.137 0.117 -0.096
H -1.535 2.679 -6.598 0.096 -0.114 0.056
H -2.725 3.838 -5.956 0.049 0.142 -0.296
H -3.262 2.238 -6.461 0.128 -0.123 0.050
C 3.505 -0.881 -6.116 0.221 1.066 0.309
O 2.594 -0.429 -5.109 -0.392 -0.063 -0.227
C 2.952 -0.819 -3.786 0.926 -0.366 0.080
C 1.964 -0.226 -2.783 -1.446 -0.056 -0.842
N 1.670 1.183 -3.056 0.345 0.378 0.283
C 2.700 2.101 -2.529 -1.508 0.426 -0.306
C 2.150 3.536 -2.394 0.996 -0.838 -0.628
O 1.973 4.151 -3.672 -0.147 -0.361 1.477
C 1.865 5.547 -3.534 -0.119 0.768 -1.117
H 4.486 -0.457 -5.889 0.336 -0.531 0.218
H 3.283 -0.403 -7.070 -0.654 -0.075 0.114
H 3.528 -1.961 -6.265 -0.009 -0.065 0.332
H 3.968 -0.468 -3.580 0.163 0.154 0.045
H 3.003 -1.908 -3.744 -0.225 -0.063 0.326
H 2.108 -0.354 -1.710 0.937 -0.162 -0.186
H 1.009 -0.737 -2.936 -0.034 -0.236 -0.196
H 1.681 1.250 -4.068 -0.235 0.231 -0.122
H 3.583 2.100 -3.170 0.355 0.044 0.402
H 2.858 1.777 -1.499 0.662 -0.060 -0.081
H 2.902 4.075 -1.812 0.010 0.363 -0.027
H 1.234 3.501 -1.798 -0.306 0.171 -0.140
H 1.028 5.940 -2.951 -0.272 -0.581 0.276
H 1.705 5.903 -4.552 0.118 0.203 0.047
H 2.759 6.033 -3.137 0.263 -0.297 0.033
C -4.101 -4.077 1.527 -0.496 -1.419 0.278
O -3.750 -3.397 2.728 -0.477 0.005 -0.674
H -3.271 -4.604 1.059 0.382 0.577 0.118
H -4.783 -4.880 1.822 -0.236 -0.076 -0.254
H -4.634 -3.457 0.806 0.290 0.282 0.006
H -4.534 -2.866 2.892 0.299 0.344 0.597
C 0.516 -0.969 4.635 0.365 -0.281 -1.341
O 0.066 -2.320 4.505 0.078 0.084 0.780
H 1.436 -0.910 4.048 0.285 0.241 0.225
H -0.191 -0.351 4.083 -0.283 0.068 0.502
H 0.717 -0.661 5.660 -0.363 0.026 0.034
H 0.714 -2.854 4.975 -0.200 -0.292 0.026
C -3.648 -4.512 -2.312 -0.818 0.746 0.970
O -2.323 -4.548 -1.851 0.329 -0.245 -0.396
H -3.831 -3.782 -3.105 0.270 -0.295 -0.479
H -4.043 -5.496 -2.555 0.355 0.003 -0.213
H -4.247 -4.124 -1.481 -0.489 -0.213 0.018
H -2.190 -3.714 -1.384 0.164 -0.707 -0.324
C 0.824 -6.548 3.209 0.734 1.378 0.482
C 0.248 -5.181 2.809 -0.816 -1.010 -0.529
O -1.112 -5.134 3.323 0.691 0.886 0.264
H 0.190 -7.412 3.015 0.052 0.118 -0.411
H 0.962 -6.479 4.290 -0.096 -0.287 0.102
H 1.834 -6.642 2.810 -0.129 -0.398 -0.278
H 0.208 -4.958 1.741 -0.049 -0.556 -0.215
H 0.857 -4.351 3.164 -0.368 -0.061 0.695
H -1.540 -5.960 3.084 -0.059 0.011 -0.020
C 2.817 -5.071 -0.367 0.138 0.534 0.775
C 3.486 -3.690 -0.432 -0.543 -1.054 0.209
O 2.717 -2.799 -1.194 0.391 0.587 -0.893
H 1.748 -4.926 -0.211 -0.041 -0.205 0.129
H 3.264 -5.544 0.510 -0.240 -0.475 -0.050
H 2.953 -5.707 -1.240 0.144 0.234 -0.081
H 4.485 -3.876 -0.829 0.028 0.750 -0.278
H 3.569 -3.251 0.566 0.300 -0.327 0.224
H 1.995 -2.489 -0.636 0.502 -0.306 -0.461
```
Positions in Å, forces in eV/Å.

**Gap between HOMO and LUMO (alpha / beta)**: 7.6998 / 5.8820 eV
**<S²>**: 0.755
**Total charge**: +1
**F_max**: 0.1003 hartree/bohr
**Multiplicity**: 2